[1]
The following is a DFT calculation (ωB97M-V/def2-TZVPD) of an isolated molecule of C5H7NO.

- E_tot (eV) = -8831.0575
- net charge = 0
- LUMO level (spin up / spin down) (eV) = 0.1132 / 0.1138
- max |F| (hartree/bohr) = 0.014
- HOMO (spin up / spin down) (eV) = -6.30 / -6.30
- HOMO-LUMO gap (spin up / spin down) (Ha) = 0.236 / 0.236

XYZ file:
```
14
Properties=species:S:1:pos:R:3:forces:R:3:lowdin_charge:R:1
C 0.68406 -1.42749 -0.52647 -0.246 0.369 -0.247 0.099
O 0.90626 -0.68388 1.64232 -0.619 0.044 -0.022 -0.119
H 0.59581 1.66679 -1.32344 -0.076 -0.014 0.135 0.114
H 0.12322 -2.35585 -0.44401 0.116 0.186 0.292 0.109
C 0.06038 0.17477 1.90384 0.436 -0.346 -0.411 -0.160
H -1.98212 0.35724 -0.94901 0.100 0.006 0.170 0.116
C 0.61937 0.98440 -0.46960 0.212 0.155 -0.094 -0.102
H -1.71970 -0.80752 0.40351 0.089 0.084 -0.110 0.115
H 1.63472 0.88797 -0.06031 -0.128 0.036 -0.170 0.115
N 0.02749 -0.33512 -0.81818 0.359 -0.599 0.064 -0.127
C -1.27345 0.00302 -0.19244 -0.266 -0.109 0.024 -0.105
C -0.46099 1.02493 0.60330 -0.031 0.258 0.164 -0.273
H -0.90573 1.95793 0.94346 0.113 -0.188 -0.021 0.114
H 1.74430 -1.47703 -0.74177 -0.059 0.119 0.227 0.105
```
Positions in Å, forces in eV/Å.



[2]
The following is a DFT calculation (ωB97M-V/def2-TZVPD) of a structure of composition C5H7NO.

- E_tot (eV) = -8831.0869
- net charge = 0
- LUMO level (spin up / spin down) (eV) = 0.4168 / 0.4185
- max |F| (hartree/bohr) = 0.008
- HOMO (spin up / spin down) (eV) = -6.66 / -6.66
- HOMO-LUMO gap (spin up / spin down) (Ha) = 0.260 / 0.260

XYZ file:
```
14
Properties=species:S:1:pos:R:3:forces:R:3:lowdin_charge:R:1
C -0.84207 -0.39627 -0.03310 0.015 -0.110 0.211 -0.369
C 1.42260 0.38110 0.87164 0.121 -0.014 0.075 -0.109
H 1.96106 -0.20445 0.10478 -0.130 0.085 0.037 0.072
C -0.08919 1.04987 -1.28754 0.016 0.182 -0.331 -0.146
H -1.07406 -1.40236 1.69788 0.023 0.013 -0.123 0.111
H -1.48316 -0.55405 -2.19458 0.091 0.058 0.136 0.091
H 0.75382 1.22557 -1.97002 -0.112 -0.023 0.066 0.149
H 1.49624 -0.19183 1.80430 -0.009 0.108 -0.128 0.067
H -1.68504 -2.24083 0.31373 0.076 0.121 -0.013 0.112
O -0.25506 1.90415 -0.32095 0.072 -0.189 -0.199 -0.025
H 1.96988 1.31251 1.04208 -0.084 -0.103 -0.007 0.077
C -0.98506 -0.09316 -1.35322 0.031 0.054 -0.004 -0.012
N -1.14334 -1.48176 0.69410 -0.081 0.044 -0.036 0.168
C -0.04661 0.69151 0.63089 -0.031 -0.225 0.317 -0.187
```
Positions in Å, forces in eV/Å.



[3]
The following is a DFT calculation (ωB97M-V/def2-TZVPD) of an isolated molecule of C5H7NO in a non-equilibrium geometry.

- E_tot (eV) = -8833.3274
- net charge = 0
- LUMO level (eV) = 0.8903
- max |F| (hartree/bohr) = 0.102
- HOMO (eV) = -9.11
- HOMO-LUMO gap (Ha) = 0.368

XYZ file:
```
14
Properties=species:S:1:pos:R:3:forces:R:3:lowdin_charge:R:1
H -2.97898 0.06224 0.01334 2.550 -2.755 -0.767 0.135
H -2.64237 -1.88899 -0.40725 -0.645 0.565 0.195 0.047
H -0.34822 -2.02198 -0.03772 -1.291 2.260 0.084 0.145
C 1.29556 -0.26129 0.33693 -0.083 1.717 0.531 -0.155
H 2.39866 1.04355 -0.94859 -0.757 1.630 -1.944 0.023
H 3.40963 0.02989 0.02891 -1.615 -0.347 -0.200 0.087
C -0.94372 -1.01490 0.03480 1.793 0.922 -0.259 -0.168
N -0.10583 0.18310 0.14965 0.856 -5.131 0.715 -0.076
O -1.59715 1.97897 0.07804 -0.786 -0.554 0.082 0.046
H 1.48623 -0.91666 1.22278 -0.623 0.311 -1.101 0.127
C 2.34536 0.25366 -0.29863 1.673 -1.574 2.447 0.024
H 0.43570 2.00406 -0.08944 -0.469 0.675 0.381 0.132
C -0.51945 1.45075 0.07786 2.463 1.718 -0.686 -0.359
C -2.23541 -0.90242 -0.16068 -3.067 0.563 0.522 -0.008
```
Positions in Å, forces in eV/Å.



[4]
The following is a DFT calculation (ωB97M-V/def2-TZVPD) of an isolated molecule of C5H7NO in a non-equilibrium geometry.

- E_tot (eV) = -8834.1849
- net charge = 0
- LUMO level (eV) = 0.2527
- max |F| (hartree/bohr) = 0.020
- HOMO (eV) = -10.35
- HOMO-LUMO gap (Ha) = 0.390

XYZ file:
```
14
Properties=species:S:1:pos:R:3:forces:R:3:lowdin_charge:R:1
H 0.06820 -1.24594 1.55849 -0.016 0.123 -0.024 0.096
C -0.31482 -0.22559 1.67940 -0.194 -0.157 0.252 -0.106
H -1.30036 -0.18687 1.19794 0.253 0.233 0.053 0.075
O 0.62122 0.73044 1.21745 0.058 0.101 0.101 -0.163
N 2.32206 -1.40874 -1.71542 -0.836 0.595 0.238 0.161
C -0.98790 -0.42786 -1.24687 0.033 0.051 -0.139 0.080
H -1.82128 0.19437 -0.92966 0.093 -0.158 -0.078 0.081
C 0.25371 0.00761 -1.03254 -0.204 -0.183 0.066 -0.295
H -1.21870 -1.40038 -1.66636 0.111 0.182 -0.236 0.087
C 0.48706 1.18322 -0.11404 -0.047 0.120 -0.261 -0.190
H 1.41084 1.72485 -0.33947 -0.162 -0.151 0.003 0.133
H -0.35552 1.88420 -0.22474 0.064 -0.164 0.115 0.129
H -0.46648 -0.02809 2.73756 0.096 -0.015 0.090 0.089
C 1.39411 -0.78246 -1.42029 0.752 -0.575 -0.180 -0.178
```
Positions in Å, forces in eV/Å.